Entry w
An isolated molecule of C6H11P. Source: the OMol25 dataset; level of theory: wB97M-V/def2-TZVPD.

- 2S+1: 1
- Molecular weight: 114.128 g mol⁻¹
- HOMO (alpha / beta): -7.9582 / -7.9591 eV
- Charge: 0
- Gap between HOMO and LUMO (alpha / beta): 8.43 / 8.43 eV

CARTESIAN COORDINATES (ANGSTROEM)
C  0.22735  -1.38236  -0.51325
C  2.04236  0.07270  -0.01470
H  -0.69410  1.77616  -0.00049
H  -0.01828  1.29825  -1.61769
H  3.74296  -1.66980  0.18606
H  0.51476  -1.83017  -1.44939
H  -1.54349  -0.32012  -1.20812
H  0.33852  -2.10593  0.27956
C  -1.57499  -0.19712  0.89690
H  -0.91789  0.09391  1.68551
P  3.62796  -0.19397  0.17423
C  -0.06406  1.05060  -0.57382
C  -0.78492  -0.34595  -0.45522
H  1.70932  2.12260  -0.15238
H  -2.13014  -1.01140  1.42500
H  -2.24966  0.61707  0.59432
H  0.84563  1.11296  1.12495
C  1.19693  1.19067  0.15072

---

Entry x
An isolated molecule of C6H11P. Source: the OMol25 dataset; level of theory: wB97M-V/def2-TZVPD.

- 2S+1: 1
- Molecular weight: 114.128 g mol⁻¹
- HOMO (alpha / beta): -7.2088 / -7.2072 eV
- Charge: 0
- Gap between HOMO and LUMO (alpha / beta): 7.92 / 7.92 eV

CARTESIAN COORDINATES (ANGSTROEM)
H  0.07785  -1.74710  -0.57079
C  1.82633  1.69013  -0.44663
H  0.10051  -2.09225  1.73122
H  1.61975  -1.61977  1.38968
H  -1.72416  1.97645  0.39357
C  0.86500  -1.34284  2.04907
C  -0.77361  0.03600  0.21664
C  -0.64540  -0.97977  -0.90041
H  2.78251  2.13238  -0.22350
H  -2.36262  0.94733  -0.77421
C  1.29731  1.02339  0.52281
C  -1.54360  1.23660  -0.29119
P  0.19696  0.33574  1.68140
H  -1.04280  1.95577  -1.05774
H  -0.47931  -0.52707  -1.78188
H  1.24938  -1.29887  3.14374
H  -1.48443  -1.52634  -0.94989
H  1.27902  1.63573  -1.47245

---

On energetic grounds, entry w is preferred over the next structure by 0.0159 hartree.

---

Entry w
A structure of composition CHClI2. Source: the OMol25 dataset; level of theory: wB97M-V/def2-TZVPD.

- 2S+1: 1
- Molecular weight: 302.280 g mol⁻¹
- HOMO: -9.5550 eV
- Charge: 0
- Gap between HOMO and LUMO: 7.51 eV

CARTESIAN COORDINATES (ANGSTROEM)
C  -0.25881  -1.36953  -1.00546
Cl  0.64773  0.02560  -1.27406
I  0.05194  -2.11145  1.06855
I  -0.57249  2.12965  1.28166
H  0.13163  1.32573  -0.07069

---

Entry x
A structure of composition CHClI2. Source: the OMol25 dataset; level of theory: wB97M-V/def2-TZVPD.

- 2S+1: 1
- Molecular weight: 302.280 g mol⁻¹
- HOMO (alpha / beta): -8.2894 / -9.7390 eV
- Charge: 0
- Gap between HOMO and LUMO (alpha / beta): 7.73 / 8.64 eV

CARTESIAN COORDINATES (ANGSTROEM)
C  -1.35827  0.16155  2.07303
H  -0.38101  -0.51195  -0.54229
I  -1.81647  2.16305  1.95445
Cl  -0.18139  -0.20462  3.21903
I  -2.87121  -1.24867  1.74447

---

On energetic grounds, entry w is preferred over the next structure by 0.0291 hartree.

---

Entry w
An isolated molecule of C16H21N3O2. Source: the OMol25 dataset; level of theory: wB97M-V/def2-TZVPD.

- 2S+1: 1
- Molecular weight: 287.363 g mol⁻¹
- HOMO: -9.1971 eV
- Charge: 0
- Gap between HOMO and LUMO: 9.97 eV

CARTESIAN COORDINATES (ANGSTROEM)
H  1.57241  -2.14432  -0.61433
C  0.27806  1.24600  -2.16518
H  1.61548  4.09915  -5.64310
C  0.10077  -0.25054  2.65598
N  0.47280  0.13744  -1.38506
C  0.73560  -2.66881  -0.13709
H  2.02869  -3.62205  1.33078
H  1.37919  -0.20809  0.92691
C  0.87283  -0.94500  1.56814
H  1.64183  -4.63786  -0.07316
H  -1.68147  -0.59916  0.94684
C  -1.08893  -1.08536  0.16434
C  -0.07671  1.12621  2.64175
C  0.81298  2.78795  -4.03396
C  1.62340  3.09180  -5.25652
H  2.06144  2.33566  -2.34136
H  -1.64048  -0.95683  5.47070
H  -1.94439  1.49180  5.43158
C  1.35420  1.82520  -3.00464
H  -0.93659  2.82391  3.61561
C  1.23331  -3.90324  0.62415
H  -0.33353  -2.06459  3.70053
N  -0.00498  -1.81232  0.78231
H  2.57274  2.59111  -5.37435
C  -0.80718  1.75189  3.63747
O  -1.56914  0.89473  -1.18770
H  -0.49394  2.71336  -5.83223
H  0.36157  1.71312  1.84629
C  -1.37294  1.00455  4.65564
H  -0.35631  -3.80997  1.68413
C  -0.46934  -0.99315  3.68361
C  -1.20249  -0.37005  4.67675
H  0.23221  3.59174  -3.60173
H  0.04980  -3.00317  -0.91777
H  1.63674  -1.58135  2.02122
H  -1.74420  -1.79718  -0.35033
H  0.47717  1.21452  -5.56512
C  0.37439  2.27125  -5.36990
C  -0.67979  -0.03270  -0.81474
O  0.17755  -4.52531  1.30882
H  1.89301  1.00336  -3.48158
N  -0.92972  1.71881  -2.06825

---

Entry x
An isolated molecule of C16H21N3O2. Source: the OMol25 dataset; level of theory: wB97M-V/def2-TZVPD.

- 2S+1: 1
- Molecular weight: 287.363 g mol⁻¹
- HOMO: -7.8044 eV
- Charge: 0
- Gap between HOMO and LUMO: 8.68 eV

CARTESIAN COORDINATES (ANGSTROEM)
H  0.13561  -3.32929  2.14185
H  -4.13255  0.30605  -0.60035
C  1.96253  0.61448  -0.26700
C  0.60284  -3.57917  1.18691
C  0.16875  -0.59599  1.53474
H  -2.41675  -1.24585  3.39596
C  -2.66869  0.04082  1.66521
H  0.15898  1.30641  2.51332
C  1.58344  -0.72009  -0.41199
C  0.55949  0.72737  1.69492
H  4.45799  2.21942  -3.07058
C  -1.83952  -0.51251  2.82559
N  -1.84759  1.29980  -1.15729
O  -0.71380  -1.23898  2.37472
N  -2.24136  0.03364  -1.34690
C  3.40759  2.40919  -1.21853
H  1.68611  -3.66541  1.32671
C  -3.40421  -0.50347  -0.69531
H  1.70097  2.35727  0.96341
H  -3.55672  0.53108  2.06641
H  3.21920  3.08206  -0.39301
N  -0.43240  0.27256  -2.53706
H  0.20892  -4.52561  0.81955
H  -3.91845  -1.62319  1.06719
C  2.85912  1.19705  -1.25301
C  0.70057  -1.32778  0.46181
C  1.43875  1.32203  0.81301
H  -1.44904  -1.59044  -2.48318
H  3.07907  0.55183  -2.09407
H  -2.07863  0.79240  1.13539
H  3.89613  3.85703  -2.70065
H  -0.19244  2.30721  -1.95616
H  -2.22749  -1.76583  0.57686
H  1.94880  -1.30038  -1.24538
C  4.31329  2.94463  -2.27391
H  -1.54492  0.29875  3.50327
O  0.30201  -2.62245  0.19006
H  -3.81644  -1.29061  -1.33176
C  -1.37115  -0.56895  -2.17418
H  5.28369  3.19851  -1.84631
C  -3.06019  -1.06741  0.68589
C  -0.76152  1.40382  -1.88612

---

On energetic grounds, entry x is preferred over the next structure by 0.0236 hartree.

---

Entry w
A structure of composition C4H8N3. Source: the OMol25 dataset; level of theory: wB97M-V/def2-TZVPD.

- 2S+1: 1
- Molecular weight: 98.129 g mol⁻¹
- HOMO: -14.4494 eV
- Charge: +1
- Gap between HOMO and LUMO: 8.11 eV

CARTESIAN COORDINATES (ANGSTROEM)
H  2.23251  0.58166  0.01085
H  0.80579  2.29998  0.78246
H  2.07524  -0.95118  0.82311
H  -1.79072  -2.46694  -0.48300
H  0.89966  1.76865  -0.78229
N  -0.95403  -1.90841  -0.23895
H  -0.55090  2.00957  0.02445
C  -2.32357  0.04463  0.14939
C  -1.15869  -0.68752  0.11009
H  -0.04119  -2.31711  -0.48344
C  1.60317  -0.23020  0.13957
N  0.35460  0.28874  0.61682
C  0.38914  1.62424  0.09348
H  1.59195  -0.88265  -0.69260
N  -3.13295  0.82653  -0.06995

---

Entry x
A structure of composition C4H8N3. Source: the OMol25 dataset; level of theory: wB97M-V/def2-TZVPD.

- 2S+1: 1
- Molecular weight: 98.129 g mol⁻¹
- HOMO (alpha / beta): -14.0504 / -13.4262 eV
- Charge: +1
- Gap between HOMO and LUMO (alpha / beta): 7.32 / 6.73 eV

CARTESIAN COORDINATES (ANGSTROEM)
N  -1.06769  0.45556  0.86330
H  -1.74201  -1.29537  1.14876
N  0.71356  -0.28350  -0.73930
C  0.21930  -1.43457  -0.13031
C  -0.30718  1.84233  -1.02673
N  1.10996  0.68686  0.18952
H  -1.07287  2.47392  -1.45273
H  0.62751  2.05630  -1.52211
C  -0.80263  -0.80015  1.08131
C  -0.20819  1.19693  0.15242
H  -0.35953  -1.00503  2.18934
H  -0.37108  -2.14040  -0.72217
H  0.94760  -0.15035  -1.67573
H  0.85122  -1.83292  0.57317
H  1.46201  0.23038  1.07124

---

On energetic grounds, entry w is preferred over the next structure by 0.0943 hartree.

---

Entry w
A structure of composition C2H4S3. Source: the OMol25 dataset; level of theory: wB97M-V/def2-TZVPD.

- 2S+1: 1
- Molecular weight: 124.255 g mol⁻¹
- HOMO: -8.8018 eV
- Charge: 0
- Gap between HOMO and LUMO: 8.56 eV

CARTESIAN COORDINATES (ANGSTROEM)
C  -0.84949  0.18809  -0.73848
H  2.16657  -0.99659  1.18618
S  0.09454  -1.02619  0.17688
S  -0.50193  1.73281  -1.10297
S  -2.35016  -0.55319  -1.11118
H  1.27978  0.06973  2.04293
C  1.48106  -0.25446  0.99654
H  1.76039  0.49160  0.29522
H  -3.08076  0.34822  -1.74512

---

Entry x
An isolated molecule of C2H4S3. Source: the OMol25 dataset; level of theory: wB97M-V/def2-TZVPD.

- 2S+1: 1
- Molecular weight: 124.255 g mol⁻¹
- HOMO: -8.3186 eV
- Charge: 0
- Gap between HOMO and LUMO: 8.44 eV

CARTESIAN COORDINATES (ANGSTROEM)
H  -1.70808  1.00286  -1.42179
H  0.43937  -1.16093  0.22978
C  -1.42529  0.03697  0.58647
S  -2.12566  -0.90862  2.12469
S  -2.06197  1.10917  1.92137
H  0.73822  0.02343  1.39544
S  -2.18848  -0.18416  -1.01598
C  0.07705  -0.10446  0.49122
H  0.39862  0.56104  -0.17403

---

On energetic grounds, entry w is preferred over the next structure by 0.0159 hartree.

---

Entry w
The ion C2H6N5 with charge +1. Source: the OMol25 dataset; level of theory: wB97M-V/def2-TZVPD.

- 2S+1: 1
- Molecular weight: 100.105 g mol⁻¹
- HOMO: -14.6198 eV
- Charge: +1
- Gap between HOMO and LUMO: 8.84 eV

CARTESIAN COORDINATES (ANGSTROEM)
N  -0.36322  -0.67189  -0.00183
H  -4.01936  0.40599  0.07386
H  3.31704  0.43632  0.21598
N  1.90308  -1.03906  -0.17480
H  -2.36536  0.77227  1.03712
N  0.76655  -0.76299  -0.00128
H  2.96624  -0.80193  1.48320
C  -3.12356  -0.00207  0.57015
N  -2.57510  -0.94559  -0.33399
H  -3.61621  -0.50205  1.46320
N  -1.46188  -1.17960  -0.64214
C  3.07836  -0.54129  0.41594
H  3.89264  -0.99012  0.03404

---

Entry x
A structure of composition C2H6N5. Source: the OMol25 dataset; level of theory: wB97M-V/def2-TZVPD.

- 2S+1: 1
- Molecular weight: 100.105 g mol⁻¹
- HOMO: -13.3577 eV
- Charge: +1
- Gap between HOMO and LUMO: 9.78 eV

CARTESIAN COORDINATES (ANGSTROEM)
N  -0.76993  1.12307  0.99439
N  0.86102  -1.54740  -0.93776
C  0.57488  -0.57747  -0.12930
H  -1.45325  1.86748  -1.37564
N  -1.01151  0.41321  -0.06116
N  1.05191  -0.19510  1.02610
H  0.38293  -1.61278  -1.82654
H  1.53780  -2.27190  -0.71835
H  1.92254  -0.49045  1.45090
N  -1.52339  0.87442  -1.18404
H  0.53482  1.20726  2.59939
C  0.26805  0.78849  1.65082
H  -2.37585  0.42116  -1.48880

---

On energetic grounds, entry x is preferred over the next structure by 0.1729 hartree.